Below is a molecular structure, C25H61BaN4O11 at a distorted geometry, with properties calculated with ωB97M-V with the def2-TZVPD basis set.

Geometry as XYZ:
```
102
Properties=species:S:1:pos:R:3:forces:R:3
Ba 6.75464 -10.97821 15.48165 1.90 0.06 0.30
O 11.05886 -12.41601 16.26044 -1.73 0.57 0.37
C 9.78646 -12.02861 15.92007 -0.63 0.43 -0.92
O 8.90994 -12.05023 16.82276 -0.31 -0.34 1.25
O 9.50270 -11.64141 14.77643 0.50 0.08 -1.07
H 10.85324 -12.43049 17.22074 1.34 -0.52 0.17
C 13.38710 -8.80045 13.25899 -0.26 0.42 0.36
O 13.05440 -8.45898 14.59468 0.15 -0.24 0.05
C 12.19267 -9.41754 15.15588 -1.12 -0.16 0.22
C 11.93102 -9.10270 16.62066 0.76 0.02 0.78
N 11.05641 -7.97261 16.92222 -0.09 -0.15 -1.65
C 11.59293 -6.73033 16.41189 -0.76 1.75 0.55
C 10.82407 -5.54132 17.01513 0.74 -0.92 0.38
O 11.25090 -5.39806 18.36056 -0.23 0.43 0.29
C 10.39296 -4.49671 19.05882 0.42 -0.13 -0.13
H 12.44586 -8.99868 12.73712 0.21 -0.01 -0.43
H 14.04319 -9.67166 13.19838 -0.07 -0.10 0.10
H 13.90723 -7.93491 12.85289 -0.09 -0.09 -0.21
H 12.58943 -10.43216 15.04535 0.22 -0.01 0.26
H 11.22115 -9.46812 14.64385 0.04 0.20 -0.32
H 12.94032 -8.88830 16.99879 0.00 -0.18 0.42
H 11.51360 -9.96068 17.14927 0.24 -0.25 -0.21
H 10.76774 -7.89119 17.88686 0.65 -0.06 0.21
H 11.51288 -6.59473 15.33210 -0.10 -0.66 -0.08
H 12.65180 -6.57841 16.64791 0.07 -0.15 0.08
H 9.74985 -5.75112 17.06585 -0.15 0.11 -0.51
H 11.03322 -4.65482 16.41022 -0.16 0.23 0.19
H 10.79022 -4.28009 20.04826 0.24 -0.21 -0.06
H 9.40271 -4.94199 19.18877 -0.17 0.11 -0.13
H 10.33755 -3.55377 18.51105 -0.25 0.06 0.01
C 3.97286 -12.09067 17.59924 -0.48 0.46 0.37
O 5.11012 -12.44487 16.82315 -0.54 -0.42 0.27
C 4.94812 -13.76207 16.30185 1.18 -0.86 -0.72
C 6.26537 -14.36185 15.69566 -1.66 0.69 -0.31
N 6.72302 -13.62495 14.49065 0.11 -0.20 0.64
C 7.82880 -14.34019 13.84565 0.58 0.29 -0.37
C 8.29656 -13.65627 12.56372 -1.08 -0.48 -0.12
O 7.48629 -14.12028 11.47252 0.30 -0.03 0.54
C 7.89594 -13.55116 10.25684 0.04 0.08 -0.48
H 3.07572 -11.95471 16.98881 0.00 -0.51 -0.16
H 4.08664 -11.12225 18.08806 0.65 -0.06 -0.05
H 3.82281 -12.84322 18.37386 -0.21 0.01 -0.04
H 4.17398 -13.76130 15.52759 -0.05 0.09 -0.06
H 4.61704 -14.46617 17.06836 0.00 0.22 0.25
H 5.95210 -15.38411 15.45733 0.23 -0.14 -0.15
H 7.06693 -14.43228 16.43025 0.07 0.31 -0.03
H 5.98785 -13.50623 13.79806 -0.27 -0.49 0.13
H 7.55931 -15.37535 13.61584 -0.05 -0.03 -0.06
H 8.68354 -14.36862 14.52232 -0.13 0.09 0.20
H 9.35064 -13.88766 12.40877 0.07 0.19 -0.19
H 8.10980 -12.58207 12.62432 0.59 0.17 0.26
H 7.98445 -12.45972 10.31286 -0.13 0.07 0.11
H 7.15533 -13.80320 9.49944 -0.01 0.00 0.06
H 8.86774 -13.92356 9.91717 0.04 -0.14 0.15
C 6.83712 -11.27901 19.33139 -1.05 -0.74 0.65
O 6.87346 -10.38397 18.23193 0.80 0.15 0.24
C 7.70610 -9.28309 18.59859 0.38 0.74 -0.22
C 7.70071 -8.22651 17.49827 0.10 -1.52 0.28
N 8.34073 -8.77642 16.27869 -1.94 0.94 -0.15
C 8.13096 -7.73959 15.22959 1.18 -0.76 -0.66
C 8.43089 -8.32880 13.82487 0.50 0.86 0.76
O 7.49623 -9.33798 13.50528 0.10 0.20 0.08
C 7.61829 -9.76188 12.17172 -0.86 -0.30 -0.91
H 6.52353 -12.26839 19.00080 -0.25 0.19 -0.24
H 6.12225 -10.87738 20.05660 -0.15 -0.19 0.03
H 7.73687 -11.48324 19.91683 0.58 0.65 -0.65
H 8.71923 -9.65814 18.76836 0.01 -0.01 0.17
H 7.29973 -8.81413 19.50009 0.16 -0.15 0.20
H 8.18925 -7.29540 17.79671 -0.08 0.01 0.32
H 6.62767 -8.04537 17.38197 0.07 0.36 -0.64
H 9.34474 -8.78394 16.47226 0.17 -0.03 -0.15
H 8.85493 -6.94530 15.43270 -0.07 0.24 -0.33
H 7.13747 -7.30421 15.33652 -0.12 -0.17 -0.31
H 9.44951 -8.73025 13.81975 -0.07 -0.33 0.23
H 8.45764 -7.59036 13.01731 -0.42 0.33 0.23
H 6.84153 -10.51828 12.03847 0.24 -0.24 -0.13
H 8.59474 -10.15330 11.87966 0.11 -0.09 0.47
H 7.35762 -8.97377 11.45814 0.09 0.27 0.21
C 16.47711 -11.47803 14.12108 0.42 0.56 0.25
O 16.41618 -12.70308 14.79242 -0.32 -0.28 -0.03
C 15.17958 -12.88289 15.45878 0.12 0.52 0.66
C 14.95646 -11.88155 16.63593 -0.48 -1.18 -0.59
N 14.09542 -12.50362 17.64057 -0.53 0.67 1.23
C 13.90077 -11.57397 18.76065 0.33 -0.06 0.47
C 12.85652 -12.09137 19.73376 0.55 -0.02 -0.38
O 11.63358 -12.40097 19.06132 0.56 0.12 -0.04
C 10.60445 -12.65297 19.99520 0.55 1.04 0.09
H 17.38845 -11.44112 13.52457 -0.07 -0.19 -0.04
H 16.54979 -10.66452 14.85318 -0.15 0.18 -0.15
H 15.61353 -11.29956 13.47154 -0.07 -0.13 -0.02
H 15.22334 -13.86877 15.91733 -0.08 -0.07 -0.13
H 14.35815 -12.83544 14.73700 -0.12 -0.05 -0.02
H 14.48108 -10.94125 16.33914 0.55 0.27 -0.30
H 15.94260 -11.75181 17.08370 -0.05 0.40 0.06
H 13.11948 -12.56738 17.36136 0.35 -0.52 -1.08
H 13.65332 -10.55324 18.43948 -0.21 -0.01 -0.20
H 14.81319 -11.45241 19.35324 0.15 -0.16 -0.12
H 12.71870 -11.33751 20.51487 -0.34 0.10 -0.02
H 13.27985 -12.97308 20.22285 -0.31 -0.29 -0.03
H 10.93032 -13.43704 20.68321 -0.51 -0.24 -0.09
H 9.68778 -12.81534 19.43246 0.02 -0.45 0.15
H 10.50860 -11.71444 20.55903 -0.41 -0.22 0.34
```
Forces are in eV/Å.

Properties
Orbital gap, eV: 7.762
LUMO level, eV: -2.76
Net charge: +1
E_tot, eV: -56084.7338
E_HOMO, eV: -10.5
2S+1: 1

Results of the Mulliken charge analysis, in e, for atoms 1 through 2: Ba 1.605; O -0.386


Below is 9 unconnected molecules or ions with the total composition C25H61F6N2O28P5 at a distorted geometry, with properties calculated with ωB97M-V with the def2-TZVPD basis set.

Geometry as XYZ:
```
127
Properties=species:S:1:pos:R:3:forces:R:3
C 15.46982 -18.61241 6.02256 0.21 -0.81 0.17
C 15.81208 -18.25166 4.57889 -1.85 0.10 0.82
O 16.94521 -18.93465 4.04876 -0.11 0.01 -0.61
C 18.12294 -18.59464 4.51032 0.01 -0.75 0.06
O 18.37223 -17.85865 5.40776 0.21 0.73 0.40
C 19.25444 -19.37558 3.80562 0.43 0.74 0.10
F 18.84367 -20.23176 2.88792 -0.07 -0.24 -0.17
F 20.07949 -18.48762 3.21436 -0.12 -0.15 -0.02
F 19.97204 -20.02802 4.72520 -0.04 -0.22 0.00
H 15.51674 -19.70546 6.13690 0.04 0.07 -0.23
H 14.41658 -18.39618 6.20652 0.09 0.33 -0.01
H 16.07533 -18.23031 6.83899 0.09 0.47 -0.28
H 15.81502 -17.17901 4.38079 0.73 0.03 0.18
H 14.94120 -18.61397 4.03534 0.47 -0.29 -0.53
C 18.81502 -17.87022 13.26807 -0.25 -0.27 1.13
C 18.84735 -19.32861 12.91139 0.91 0.14 -0.77
O 18.28654 -19.46382 11.55771 -0.16 1.01 0.70
C 18.03712 -20.67424 11.19016 -0.69 0.34 -0.52
O 18.20489 -21.65901 11.83329 0.26 -1.32 0.41
C 17.37009 -20.73133 9.79914 -0.76 0.00 -0.14
F 16.18646 -21.39887 9.93267 0.69 0.35 -0.18
F 17.10292 -19.53045 9.27394 0.29 -0.68 0.16
F 18.13815 -21.43038 8.95226 -0.15 0.17 0.02
H 17.80613 -17.49348 13.44285 -0.11 0.07 -0.89
H 19.43017 -17.30947 12.57404 -0.30 0.40 -0.06
H 19.20843 -17.75850 14.28280 0.45 -0.17 -0.19
H 18.38189 -19.98574 13.64029 -0.36 -0.02 -0.27
H 19.87439 -19.67682 12.74608 -0.04 0.04 0.54
C 15.38897 -17.91355 20.18817 0.44 -0.40 -0.03
O 16.60841 -18.19510 19.46032 -0.06 0.17 0.27
P 16.50292 -18.56448 17.93248 0.02 0.07 0.01
O 15.14816 -18.71600 17.42798 -0.58 -0.06 -0.25
O 17.28102 -17.40497 17.19590 0.49 -0.02 -0.12
C 18.68517 -17.20126 17.41643 0.13 0.05 -0.02
O 17.41372 -19.85981 17.83481 -0.54 -0.23 -0.30
C 16.95887 -20.92915 16.96648 1.51 -0.23 -0.40
H 14.91161 -18.86040 20.43305 -0.07 0.05 0.11
H 14.69982 -17.31446 19.60212 0.06 0.14 -0.03
H 15.72538 -17.40660 21.08503 -0.21 0.09 0.09
H 19.10812 -16.82037 16.48657 -0.09 0.08 0.02
H 19.18993 -18.12938 17.66621 -0.05 -0.10 0.01
H 18.85774 -16.48089 18.21834 -0.22 0.03 -0.03
H 17.30340 -21.85788 17.42469 -0.49 0.05 0.26
H 17.53934 -20.88641 16.03409 -0.29 0.31 0.05
H 15.90138 -20.90732 16.73713 -0.13 0.10 0.32
C 17.03209 -15.84288 9.37820 0.09 1.02 0.64
O 16.05916 -16.74068 8.86150 -0.07 -0.30 -0.64
P 14.82702 -17.17357 9.75347 1.32 0.24 -0.20
O 15.18364 -17.51596 11.12494 -0.49 -0.01 0.40
O 13.80501 -15.98380 9.60532 -0.40 -0.05 0.14
C 13.32502 -15.62045 8.31032 -0.21 0.72 -0.46
O 14.27442 -18.33520 8.84536 -0.34 -0.46 -0.22
C 13.48090 -19.35874 9.45169 0.26 -0.05 1.30
H 16.71853 -15.45973 10.35252 0.14 -0.25 0.08
H 17.13995 -14.94942 8.76052 -0.18 -0.28 -0.33
H 18.00629 -16.31522 9.47060 -0.10 -0.29 -0.01
H 13.55154 -14.56538 8.13695 0.00 -0.07 0.21
H 12.24187 -15.74080 8.28056 0.06 -0.13 0.08
H 13.77183 -16.16288 7.47528 0.10 -0.29 0.32
H 13.99983 -19.77986 10.32261 0.19 0.04 -0.31
H 13.31681 -20.15644 8.73978 -0.20 0.17 -0.28
H 12.56854 -18.94671 9.89115 -0.22 -0.03 -0.55
C 19.95568 -13.99253 12.18774 -0.64 -0.85 -0.01
O 18.69189 -14.01510 11.46325 0.57 0.41 0.09
P 17.82372 -12.70517 11.22765 0.25 -0.43 1.04
O 17.44975 -12.41297 9.85578 -0.22 -0.09 -0.39
O 16.57631 -12.91840 12.17540 -0.70 0.13 -0.09
C 16.63546 -12.90471 13.60310 0.67 0.06 0.20
O 18.67026 -11.58965 11.97410 0.33 0.25 -0.04
C 18.23290 -10.22089 11.86067 -0.51 -0.40 0.21
H 19.77946 -13.98077 13.26024 -0.09 0.57 -0.02
H 20.56803 -13.17532 11.83771 0.19 0.12 0.14
H 20.42620 -14.96425 12.03317 0.01 0.16 -0.47
H 16.25424 -11.96083 13.99905 -0.26 -0.09 -0.23
H 17.66335 -12.97680 13.97541 -0.06 -0.16 -0.19
H 16.06709 -13.74634 13.98810 -0.12 0.03 -0.09
H 17.86525 -9.89254 12.83360 0.24 0.01 0.06
H 17.38857 -10.16086 11.17215 0.26 0.18 -0.22
H 19.07757 -9.62493 11.54023 -0.01 0.12 -0.10
C 22.14998 -14.77064 17.34662 -0.10 0.17 0.84
O 22.89478 -15.13312 16.18032 0.13 0.43 0.30
P 22.37510 -14.61123 14.77317 1.02 -1.50 -0.03
O 21.81707 -13.28398 14.69192 -0.80 0.92 0.06
O 21.41199 -15.78755 14.32921 -0.73 0.51 -0.22
C 21.81449 -17.13324 14.45867 0.12 -1.11 0.40
O 23.65077 -14.85935 13.87604 0.25 -0.03 0.24
C 24.01659 -13.93742 12.85315 0.43 0.26 -0.51
H 22.01332 -13.69110 17.43214 -0.14 -0.06 -0.39
H 22.69976 -15.05392 18.24678 0.27 -0.25 -0.38
H 21.18652 -15.28427 17.40356 0.00 0.09 -0.30
H 21.66437 -17.68608 13.53303 0.09 0.34 -0.24
H 21.18965 -17.64367 15.19552 0.02 0.21 0.13
H 22.84983 -17.23675 14.77743 0.07 0.12 -0.11
H 24.36503 -14.50830 11.99331 -0.20 -0.11 0.03
H 24.85325 -13.30741 13.16042 -0.13 -0.06 0.30
H 23.18782 -13.29508 12.56565 -0.08 -0.04 0.04
C 17.10508 -22.03831 0.49577 0.36 -0.82 0.03
O 15.96178 -21.35230 0.99578 0.28 0.18 -0.40
P 15.34495 -21.71248 2.37360 0.21 -0.21 0.40
O 14.45892 -20.68102 2.89656 -0.42 0.05 0.27
O 16.63343 -22.05752 3.23302 0.17 0.12 -0.02
C 16.46700 -22.35696 4.61312 -0.19 0.69 0.56
O 14.68495 -23.14465 2.17354 -0.40 -0.15 0.01
C 13.39825 -23.42262 2.75772 0.10 0.49 0.00
H 17.99606 -21.42611 0.60651 -0.12 0.25 -0.23
H 16.90148 -22.32404 -0.53171 0.12 0.27 -0.13
H 17.30543 -22.96018 1.04988 -0.19 0.09 0.00
H 15.42314 -22.22348 4.91377 0.01 -0.40 -0.03
H 17.00528 -21.62093 5.21756 0.21 -0.07 -0.24
H 16.85601 -23.34382 4.84049 -0.15 -0.16 -0.12
H 12.75622 -22.55112 2.63563 -0.08 -0.09 0.00
H 13.51285 -23.61978 3.82291 -0.02 -0.15 0.00
H 12.97626 -24.27974 2.24784 0.07 -0.11 -0.05
C 17.75425 -24.80932 11.54478 0.63 0.31 -0.63
N 18.72546 -25.84758 11.97924 -0.46 -0.43 1.10
O 19.80981 -25.48638 12.39032 -0.05 0.00 -0.30
O 18.31949 -27.00060 12.00146 0.33 0.42 -0.25
H 17.05711 -25.31848 10.89604 -0.27 0.16 0.02
H 18.32778 -24.03201 11.04749 -0.08 -0.09 -0.17
H 17.30235 -24.32088 12.40058 -0.08 -0.38 0.25
C 21.60624 -21.58172 16.73879 -0.30 -0.13 -0.05
N 20.62004 -20.48098 16.97624 0.69 0.19 -0.32
O 20.47917 -20.10477 18.11012 -0.06 -0.03 0.56
O 20.07267 -19.98493 16.01124 -0.14 -0.10 -0.31
H 22.54492 -21.31225 17.20809 -0.04 0.13 0.14
H 21.72282 -21.70817 15.67110 -0.09 -0.05 -0.06
H 21.19388 -22.46721 17.21516 0.06 -0.04 -0.04
```
Forces are in eV/Å.

Properties
Orbital gap, eV: 9.942
LUMO level, eV: -0.29
E_tot, eV: -149979.9252
E_HOMO, eV: -10.2
2S+1: 1

Results of the Mulliken charge analysis, in e, for atoms 1 through 2: C -0.428; C -0.727


- The highest orbital gap belongs to which entry?
  C25H61F6N2O28P5